{
  "formula": "C20H24N2O5S",
  "method": "the ωB97M-V functional and the def2-TZVPD basis",
  "elements": ["C", "C", "C", "C", "N", "C", "O", "C", "O", "C", "O", "C", "C", "C", "C", "C", "C", "C", "C", "C", "N", "C", "C", "C", "S", "O", "O", "C", "H", "H", "H", "H", "H", "H", "H", "H", "H", "H", "H", "H", "H", "H", "H", "H", "H", "H", "H", "H", "H", "H", "H", "H"],
  "xyz": [[-3.910, -3.155, -0.897], [-2.777, -2.364, -0.244], [-2.826, -2.513, 1.273], [-2.903, -0.895, -0.706], [-2.125, 0.089, 0.027], [-0.777, 0.218, -0.061], [-0.172, 1.124, 0.477], [-0.013, -0.825, -0.879], [1.335, -0.408, -0.973], [2.092, -0.671, 0.110], [1.733, -1.367, 1.020], [3.414, 0.015, 0.000], [3.441, 1.371, -0.396], [4.651, 2.004, -0.461], [5.825, 1.290, -0.143], [7.114, 1.855, -0.187], [8.210, 1.104, 0.136], [8.067, -0.241, 0.517], [6.831, -0.822, 0.570], [5.680, -0.073, 0.244], [4.479, -0.675, 0.311], [-2.779, 1.171, 0.765], [-3.063, 2.390, -0.143], [-4.299, 2.120, -0.971], [-5.386, 1.254, 0.217], [-5.949, 0.070, -0.383], [-6.303, 2.179, 0.818], [-4.086, 0.799, 1.427], [-3.837, -3.109, -1.981], [-4.876, -2.750, -0.603], [-3.863, -4.198, -0.595], [-1.830, -2.780, -0.596], [-2.581, -3.535, 1.550], [-2.109, -1.852, 1.755], [-3.825, -2.300, 1.649], [-3.953, -0.624, -0.622], [-2.636, -0.849, -1.768], [-0.052, -1.793, -0.368], [-0.391, -0.904, -1.899], [2.513, 1.874, -0.617], [4.725, 3.043, -0.752], [7.219, 2.891, -0.480], [9.197, 1.541, 0.101], [8.948, -0.813, 0.768], [6.696, -1.851, 0.862], [-2.041, 1.479, 1.517], [-2.187, 2.596, -0.758], [-3.240, 3.255, 0.498], [-4.124, 1.458, -1.813], [-4.807, 3.022, -1.295], [-4.269, 1.409, 2.306], [-4.179, -0.251, 1.673]],
  "forces_ev_per_a": [[0.29, 0.08, 0.01], [-0.19, 0.07, 0.09], [0.14, 0.01, -0.26], [0.19, -0.54, -0.17], [-0.17, 0.17, 0.23], [0.10, -0.19, -0.20], [0.20, 0.20, 0.03], [0.08, -0.11, 0.31], [-0.04, 0.10, -0.34], [-0.18, -0.42, 0.34], [0.12, 0.12, -0.15], [0.44, 0.25, 0.00], [0.20, 0.12, -0.04], [-0.18, -0.16, 0.03], [-0.16, -0.39, 0.10], [0.23, 0.00, 0.02], [-0.08, 0.31, -0.10], [-0.15, -0.26, 0.06], [0.24, 0.04, 0.01], [0.26, 0.61, -0.18], [-0.67, -0.41, 0.11], [0.67, 0.40, 0.17], [0.46, 0.09, 0.15], [-0.30, -0.36, 0.60], [-0.28, -0.10, -0.08], [0.12, -0.21, -0.15], [0.10, 0.45, 0.22], [-0.38, 0.15, -0.61], [-0.06, -0.04, -0.16], [-0.14, 0.04, 0.04], [-0.03, -0.12, -0.01], [-0.02, 0.04, -0.01], [0.00, -0.09, 0.07], [0.05, 0.04, 0.15], [-0.12, 0.02, 0.09], [0.17, -0.10, -0.14], [-0.17, 0.02, -0.01], [-0.11, 0.15, -0.18], [0.00, -0.03, 0.09], [-0.08, 0.06, -0.04], [-0.02, 0.07, -0.01], [0.03, 0.09, -0.02], [0.06, 0.06, -0.01], [0.04, -0.07, 0.03], [-0.02, -0.11, 0.03], [-0.32, -0.06, -0.14], [-0.03, 0.05, 0.05], [0.04, 0.07, 0.00], [-0.02, -0.12, -0.05], [-0.16, 0.01, -0.02], [-0.02, 0.07, 0.03], [-0.13, -0.08, 0.00]],
  "nbo_charge": [-0.606, -0.223, -0.615, -0.254, -0.447, 0.670, -0.626, -0.184, -0.492, 0.779, -0.561, 0.105, -0.226, -0.140, -0.119, -0.176, -0.206, -0.204, -0.207, 0.222, -0.389, -0.053, -0.424, -0.656, 2.145, -0.950, -0.935, -0.675, 0.208, 0.217, 0.215, 0.194, 0.222, 0.216, 0.198, 0.247, 0.199, 0.234, 0.213, 0.241, 0.216, 0.211, 0.216, 0.217, 0.228, 0.265, 0.241, 0.225, 0.239, 0.260, 0.265, 0.262],
  "max_force_ev_per_a": 0.80,
  "de_lowest_kcal_mol": 27.4,
  "smiles": "CC(C)CN(C(=O)COC(=O)c1ccc2ccccc2n1)[C@H]1CCS(=O)(=O)C1",
  "total_charge": 0,
  "e_homo_ev": -8.914
}